1.
This record from the Open Molecules 2025 dataset describes a structure of composition C49H32IrN5Se in a non-equilibrium geometry. The level of theory is wB97M-V/def2-TZVPD.

The total charge is +1. As for the multiplicity: 6. The gap between HOMO and LUMO (alpha / beta) is 4.371 / 4.313 eV. As for the relative energy (zero: lowest compared OMol25 entry of this formula, charge and spin): 0.0 kJ/mol. The LUMO energy (alpha / beta) is -4.00 / -5.83 eV.

The geometry in XYZ format:
```
88
Properties=species:S:1:pos:R:3:forces:R:3:lowdin_charge:R:1
Ir 16.5631 17.1717 8.3726 0.196 0.785 0.365 1.5497
C 19.4147 10.8032 11.6455 -0.278 0.845 -0.727 -0.0609
C 18.4001 11.6525 12.1076 0.099 -0.356 0.999 -0.0805
C 17.8743 12.6989 11.3684 -0.106 0.054 0.000 -0.0526
C 18.3037 12.9062 10.0506 0.001 -0.332 -0.379 -0.1733
C 19.2275 11.9830 9.5155 -0.195 0.036 -0.181 -0.0453
C 19.8166 10.9965 10.3146 -0.180 -0.104 0.218 -0.0667
C 17.7598 14.0774 9.2918 -0.762 -0.285 0.380 -0.1063
C 16.3835 14.3403 9.3710 -0.589 0.960 -0.176 -0.2443
C 15.3942 13.3674 9.7611 -0.290 -0.665 0.066 -0.0298
C 14.1531 13.9025 9.6027 0.774 0.524 -0.169 0.0209
C 14.3060 15.2547 9.1052 -0.138 -0.735 0.906 -0.1856
C 13.2300 16.1437 8.9377 1.273 0.913 -0.027 -0.0476
C 11.8060 15.6972 9.1264 -0.324 -0.323 0.232 -0.1864
C 11.0229 16.2886 10.1343 -0.179 -0.198 -0.600 -0.0498
C 9.7074 15.8917 10.3523 -0.455 0.003 -0.111 -0.0698
C 9.1070 14.9213 9.5392 0.451 -0.088 -0.020 -0.0692
C 9.8759 14.3126 8.5277 -0.337 -0.524 -0.018 -0.0667
C 11.2215 14.6613 8.3647 0.335 0.303 -0.126 -0.0381
C 13.5378 17.5196 8.7508 -0.882 0.279 0.369 -0.1874
N 14.8093 18.1123 8.6758 0.606 1.119 -0.901 -0.0976
C 14.6405 19.5088 8.5433 -1.196 -1.050 0.314 -0.1555
C 15.6138 20.5174 8.4020 0.985 -0.674 0.133 -0.0948
C 15.2068 21.9482 8.6298 0.031 0.462 -0.048 -0.2178
C 14.3819 22.6336 7.7201 0.463 -0.808 0.384 -0.0514
C 13.9787 23.9367 7.9544 -0.933 0.511 -0.005 -0.0786
C 14.2859 24.5774 9.1550 0.965 -0.511 0.219 -0.0663
C 15.1704 23.9273 10.0396 -0.174 0.209 -0.181 -0.0709
C 15.6379 22.6432 9.7699 0.387 -0.603 0.275 -0.0419
C 16.9560 20.1907 8.0928 -0.279 -0.418 -0.723 -0.1706
C 17.9983 21.1777 7.8033 0.700 -0.956 -0.103 0.0446
C 19.1092 20.4907 7.3803 -0.705 0.508 0.258 0.0265
C 18.8177 19.0719 7.4198 -0.144 0.645 0.164 -0.1799
N 17.4603 18.9000 7.8312 0.312 0.993 0.344 -0.1014
C 19.7723 18.0756 7.1600 -1.160 -0.153 0.980 -0.0658
C 19.4658 16.7464 7.4953 0.234 -0.952 -0.515 -0.1885
C 20.3208 15.6174 7.2069 0.119 0.485 0.782 0.0224
C 19.8656 14.5389 7.8964 -0.444 0.623 0.255 0.0317
C 18.5938 14.8992 8.5252 1.000 2.019 -1.089 -0.1446
N 18.3458 16.2662 8.2196 0.091 -1.433 -0.105 -0.0909
C 21.1362 18.4779 6.7316 0.828 -0.460 -0.241 -0.1962
C 22.3160 18.0384 7.3944 -0.263 0.654 -0.020 -0.0257
C 23.5674 18.5125 6.9755 -0.091 -0.483 -0.668 -0.0659
C 23.7052 19.3909 5.8784 0.163 0.315 0.585 -0.0701
C 22.5426 19.8154 5.2523 -0.575 0.376 -0.573 -0.0742
C 21.2826 19.3196 5.6304 0.169 0.337 -0.043 -0.0530
C 13.1991 19.7820 8.6106 0.326 -0.524 0.503 0.0342
C 12.5597 18.5882 8.7396 0.082 -0.352 -0.394 0.0167
N 15.7023 15.5302 9.0301 0.111 -1.324 -0.450 -0.1114
H 19.8751 10.0419 12.2814 -0.276 0.303 -0.276 0.1112
H 18.0105 11.5444 13.1235 0.241 -0.133 -0.263 0.1096
H 17.0911 13.3216 11.8451 0.722 -0.251 -0.475 0.1309
H 19.4287 11.9876 8.4287 0.031 0.016 0.826 0.0988
H 20.5859 10.3601 9.8860 -0.191 0.010 -0.023 0.1082
H 15.6686 12.3408 10.0373 -0.342 0.678 -0.045 0.1318
H 13.2052 13.4586 9.8393 -0.123 -0.158 -0.104 0.1215
H 11.4094 17.1159 10.7008 0.272 0.027 0.331 0.1116
H 9.1166 16.3812 11.1436 0.392 -0.324 -0.455 0.1166
H 8.0648 14.6360 9.7363 0.543 0.090 -0.298 0.1121
H 9.4344 13.5182 7.8658 0.488 0.952 0.830 0.1243
H 11.8421 14.1442 7.6186 -0.393 0.287 0.254 0.1235
H 14.0347 22.0621 6.8675 0.021 0.319 -0.243 0.1199
H 13.3300 24.4456 7.2238 0.373 -0.329 0.394 0.1157
H 13.9032 25.5703 9.3906 0.137 -0.275 -0.153 0.1085
H 15.5256 24.4076 10.9514 -0.274 0.021 -0.230 0.1070
H 16.3445 22.1439 10.4785 -0.737 0.497 -0.633 0.1341
H 17.8928 22.2473 7.9375 -0.057 -0.222 -0.085 0.1231
H 20.0684 20.9140 7.0632 -0.600 -0.224 0.332 0.1244
H 21.2516 15.6947 6.6557 -0.252 -0.062 0.050 0.1263
H 20.3920 13.6161 8.0280 -0.103 -0.171 -0.147 0.0975
H 22.2409 17.4107 8.2977 0.065 0.272 -0.623 0.1265
H 24.4607 18.0941 7.4282 -0.097 0.267 0.211 0.1050
H 24.6966 19.8251 5.5745 -1.133 -0.731 0.395 0.1270
H 22.5698 20.5771 4.4525 0.124 -0.650 0.400 0.1169
H 20.3746 19.6331 5.0981 0.536 -0.081 0.117 0.1276
H 12.7532 20.7693 8.6568 0.164 -0.244 -0.191 0.1196
H 11.4934 18.3781 8.7964 0.358 0.339 -0.054 0.1210
Se 15.8734 12.8736 6.3325 -0.153 0.077 -0.114 0.8394
C 16.9885 11.3779 6.3745 0.813 -0.741 0.216 -0.6851
C 16.7659 10.2914 7.2569 -1.245 0.762 0.141 -0.1215
C 17.6994 9.2939 7.3655 1.489 -1.029 -0.164 -0.1413
N 18.8484 9.2797 6.6413 -0.730 0.449 0.142 0.0708
C 19.0476 10.2900 5.7833 0.630 -0.873 0.040 -0.1532
C 18.1700 11.3415 5.6091 -0.342 0.359 0.548 -0.1270
H 15.8386 10.2562 7.8598 0.678 0.068 -0.415 0.1082
H 17.6135 8.4274 8.0603 -0.238 0.890 -0.545 0.1237
H 19.9888 10.2340 5.2048 -0.617 0.121 0.353 0.1181
H 18.4551 12.1663 4.9741 -0.196 0.046 -0.183 0.0941
```
Positions in Å, forces in eV/Å.


2.
This record from the Open Molecules 2025 dataset describes a structure of composition C37H47N6OS2Se3TcTe. The level of theory is wB97M-V/def2-TZVPD.

The total charge is +1. As for the multiplicity: 2. The gap between HOMO and LUMO (alpha / beta) is 6.189 / 6.158 eV. The LUMO energy (alpha / beta) is -3.75 / -3.95 eV.

The geometry in XYZ format:
```
98
Properties=species:S:1:pos:R:3:forces:R:3:lowdin_charge:R:1
Tc -0.6502 0.2226 -0.7022 -0.165 0.239 0.312 0.7860
C -2.1086 -3.8755 4.9625 -0.015 0.034 0.011 -0.0581
C -2.3334 -2.3644 4.9394 0.026 -0.017 -0.022 -0.5581
C -3.8240 -2.0823 5.1681 0.006 -0.005 0.004 -0.0336
C -1.5092 -1.7237 6.0632 0.006 0.006 0.007 -0.0354
C -1.9278 -1.7454 3.6111 0.013 -0.054 -0.067 -0.1348
C -2.0175 -0.3662 3.4160 -0.009 0.023 0.017 0.0176
C -1.6802 0.1886 2.2048 -0.105 0.099 0.019 -0.0987
N -1.2653 -0.5441 1.1665 0.172 -0.042 -0.146 -0.1057
C -1.1174 -1.8708 1.3428 0.025 -0.033 0.053 -0.1862
C -1.4495 -2.4898 2.5421 -0.011 0.151 -0.055 0.0714
C -0.5063 -2.5811 0.2034 -0.003 -0.010 -0.087 -0.1903
C -0.3103 -3.9535 0.1477 0.024 0.145 -0.069 0.0733
C 0.2982 -4.5313 -0.9606 0.022 0.071 -0.033 -0.1279
C 0.7041 -3.6678 -1.9814 -0.019 0.033 0.026 0.0183
C 0.4886 -2.3124 -1.8707 0.071 -0.100 0.014 -0.1127
N -0.1161 -1.7802 -0.8042 -0.032 -0.099 0.072 -0.1097
C 0.5204 -6.0298 -1.0920 -0.026 -0.012 0.008 -0.5565
C -0.3022 -6.5349 -2.2859 0.004 0.000 0.025 -0.0297
C 2.0098 -6.2982 -1.3424 0.012 0.010 0.010 -0.0354
C 0.0902 -6.7863 0.1637 -0.016 -0.004 -0.026 -0.0587
H -2.4107 -4.2682 5.9321 -0.016 -0.012 0.033 0.0925
H -1.0591 -4.1326 4.8186 0.066 -0.008 -0.007 0.0910
H -2.7023 -4.3866 4.2040 -0.030 -0.018 -0.038 0.0901
H -4.1333 -2.5018 6.1243 -0.025 -0.022 0.053 0.0926
H -4.4338 -2.5326 4.3851 -0.023 -0.022 -0.038 0.0946
H -4.0329 -1.0137 5.1886 -0.011 0.054 0.009 0.0815
H -1.7770 -2.1772 7.0167 -0.016 -0.013 0.045 0.0921
H -1.6925 -0.6529 6.1436 -0.004 0.030 0.001 0.0802
H -0.4413 -1.8744 5.9040 0.038 -0.015 -0.011 0.0952
H -2.3444 0.2894 4.2086 -0.033 0.026 0.048 0.1199
H -1.7228 1.2573 2.0327 -0.034 -0.045 0.015 0.0977
H -1.3142 -3.5530 2.6375 0.002 -0.090 0.009 0.1026
H -0.6385 -4.5685 0.9679 -0.029 -0.036 0.051 0.1025
H 1.1812 -4.0400 -2.8764 0.025 -0.021 -0.010 0.1232
H 0.7984 -1.6115 -2.6367 -0.073 -0.024 -0.007 0.0819
H -0.0018 -6.0512 -3.2139 0.019 0.032 -0.056 0.0829
H -1.3658 -6.3507 -2.1350 -0.048 0.009 0.010 0.0945
H -0.1560 -7.6075 -2.4061 0.009 -0.058 -0.002 0.0931
H 2.3560 -5.8475 -2.2711 0.009 0.023 -0.035 0.0807
H 2.1800 -7.3716 -1.4136 0.006 -0.052 -0.009 0.0921
H 2.6219 -5.9112 -0.5275 0.020 0.013 0.039 0.0949
H -0.9784 -6.6813 0.3565 -0.034 0.007 0.003 0.0897
H 0.6401 -6.4552 1.0453 0.035 0.016 0.038 0.0912
H 0.2938 -7.8477 0.0312 0.002 -0.039 -0.012 0.0923
C 4.8244 -0.1967 0.4273 -0.004 -0.006 0.013 -0.0686
C 4.2839 1.2048 0.6636 -0.036 0.055 0.175 -0.2478
N 3.6554 1.7771 -0.5236 0.049 0.002 0.048 -0.1178
C 4.5160 2.5275 -1.4443 0.057 0.063 -0.025 -0.1913
C 4.9858 1.7188 -2.6419 -0.010 -0.005 -0.037 -0.0616
C 2.3688 1.5910 -0.8253 0.065 0.063 -0.140 -0.6399
S 1.4058 0.6977 0.3334 -0.361 -0.250 -0.161 0.7073
N 1.9621 2.1320 -1.9646 -0.059 0.085 0.267 0.1175
C 0.9179 1.7897 -2.6978 -0.106 -0.188 -0.208 -0.4744
O 0.1714 0.7719 -2.5408 0.019 0.120 -0.051 -0.2668
C 0.6473 2.6578 -3.8668 -0.027 0.032 0.005 -0.1490
C 1.5736 3.6117 -4.2791 0.032 0.000 -0.034 -0.0179
C 1.2755 4.4532 -5.3352 -0.008 0.007 -0.018 -0.0691
C 0.0489 4.3505 -5.9783 0.007 0.014 -0.019 -0.0703
C -0.8726 3.3958 -5.5747 -0.013 -0.011 -0.006 -0.0605
C -0.5743 2.5474 -4.5225 0.056 0.002 -0.009 -0.0476
H 5.2061 -0.6089 1.3595 0.030 -0.022 0.052 0.0803
H 5.6359 -0.1971 -0.2975 0.029 0.007 -0.035 0.0667
H 4.0331 -0.8514 0.0632 -0.028 -0.026 -0.001 0.0629
H 5.0834 1.8859 0.9554 0.005 -0.039 0.018 0.1195
H 3.5568 1.1975 1.4748 0.068 0.014 -0.032 0.0699
H 5.3677 2.8698 -0.8557 -0.016 -0.003 -0.042 0.1187
H 3.9594 3.4030 -1.7765 0.023 -0.018 0.004 0.1103
H 5.5745 0.8557 -2.3376 0.021 -0.040 0.019 0.0638
H 5.6114 2.3406 -3.2803 0.024 0.030 -0.036 0.0813
H 4.1371 1.3728 -3.2294 -0.021 0.004 -0.013 0.0696
H 2.5250 3.6791 -3.7723 0.012 0.019 0.030 0.0993
H 1.9970 5.1900 -5.6583 0.026 0.035 -0.018 0.1051
H -0.1865 5.0171 -6.7965 -0.006 0.013 -0.041 0.1064
H -1.8246 3.3113 -6.0801 -0.038 0.007 -0.020 0.1081
H -1.2796 1.7987 -4.1972 -0.028 -0.016 0.021 0.0263
Se -2.9046 -0.5021 -1.4933 0.360 -0.125 0.162 0.0972
Se -3.3396 -0.0060 -3.7455 -0.031 0.220 0.006 -0.0890
Te -2.0840 -1.9420 -4.7607 -0.104 -0.142 0.011 0.3433
Se -0.0465 -1.0713 -5.6205 0.108 0.068 -0.017 -0.0511
N -3.6838 2.4385 -0.0087 0.071 -0.136 0.069 0.1015
C -2.5928 3.1915 0.1606 0.046 -0.006 0.006 -0.7627
S -1.0900 2.7250 -0.4833 0.006 -0.156 -0.047 0.7301
N -2.7831 4.3345 0.8435 -0.130 0.000 -0.100 0.0717
C -1.9257 5.3729 1.2996 -0.037 0.002 0.057 -0.2253
C -2.5413 6.2986 2.1414 0.080 0.019 -0.002 -0.0342
C -1.8274 7.3629 2.6567 -0.005 -0.009 -0.002 -0.0756
C -0.4858 7.5159 2.3391 -0.003 -0.006 -0.010 -0.0819
C 0.1184 6.5967 1.5001 0.031 0.012 0.007 -0.0702
C -0.5864 5.5241 0.9698 -0.020 0.026 -0.016 -0.0443
H -3.5942 1.5572 -0.5059 -0.012 0.051 -0.011 -0.0562
H -4.5695 2.6723 0.4064 -0.019 0.021 0.012 0.1188
H -3.7432 4.5051 1.1103 0.051 -0.004 -0.059 0.1407
H -3.5885 6.1853 2.3934 -0.061 -0.013 0.017 0.1115
H -2.3215 8.0712 3.3062 -0.015 0.027 0.018 0.1091
H 0.0771 8.3480 2.7354 0.029 0.030 0.022 0.1064
H 1.1611 6.7097 1.2383 0.038 0.012 -0.012 0.1085
H -0.0949 4.8346 0.3078 0.019 -0.009 -0.017 0.0371
```
Positions in Å, forces in eV/Å.


3.
This record from the Open Molecules 2025 dataset describes a cluster of 3 separate species, C3H15N2O2 in total in a non-equilibrium geometry. The level of theory is wB97M-V/def2-TZVPD.

The total charge is +1. The gap between HOMO and LUMO is 10.306 eV. As for the relative energy (zero: lowest compared OMol25 entry of this formula, charge and spin): 143.7 kJ/mol. The LUMO energy is -2.80 eV.

The geometry in XYZ format:
```
22
Properties=species:S:1:pos:R:3:forces:R:3:lowdin_charge:R:1
C 0.9569 0.0509 -1.1555 -0.049 -0.069 -0.593 -0.2495
N 1.0424 -0.9087 -2.2547 -0.153 0.109 0.733 0.0089
C -0.5558 0.3495 -0.9375 1.915 0.584 0.804 -0.0997
N -1.0690 -0.5166 0.2147 2.282 0.082 -0.522 -0.0038
C -1.8601 0.0846 1.3282 -3.307 -0.767 -1.108 0.0103
H 1.4328 -0.2302 -0.1883 -0.242 -0.211 -0.409 0.1037
H 1.5154 0.9663 -1.4142 -0.604 -0.230 -0.148 0.1253
H 0.8956 -1.8475 -1.9130 0.338 -0.193 -0.348 0.0714
H 1.8516 -0.8339 -2.8458 0.264 -0.143 0.139 0.0771
H -0.5292 1.3696 -0.5999 -0.912 0.441 0.064 0.0756
H -1.0489 0.1343 -1.8890 -0.361 0.202 0.553 0.1343
H -0.2216 -0.8263 0.7171 -0.062 -0.417 -0.415 0.0981
H -1.3532 -1.3345 -0.3137 -1.084 -0.439 0.896 0.1737
H -1.2612 0.1652 2.2493 -0.372 0.275 -0.711 0.1157
H -2.3564 0.9695 0.8904 0.896 0.187 0.822 0.1069
H -2.7926 -0.5574 1.4642 1.500 0.415 0.353 0.1232
H 0.1794 3.6861 -0.2184 0.453 0.529 0.384 0.0525
H 0.9208 3.4287 1.1918 0.113 0.616 -0.321 0.0496
O 0.3078 3.1027 0.5326 -0.557 -1.124 -0.074 -0.0482
H 0.9966 -3.1019 2.0020 0.291 -0.042 0.013 0.0631
H 1.9249 -1.9554 1.4539 0.187 -0.399 0.208 0.0528
O 1.0238 -2.1952 1.6857 -0.535 0.594 -0.320 -0.0411
```
Positions in Å, forces in eV/Å.